No. 1
Here is C26H43Cl3N3O3SiSm as an isolated structure at a distorted geometry from OMol25. Energies are from ωB97M-V/def2-TZVPD.

Output
* HOMO energy (spin up / spin down): -8.07 / -8.10 eV
* F_max: 1.89 eV/A
* spin multiplicity: 6
* frontier orbital gap (spin up / spin down): 8.5 / 8.6 eV
* LUMO level (spin up / spin down): 0.46 / 0.46 eV
* total energy: -3734.81676 Eh
* relative energy (zero: lowest compared OMol25 entry of this formula, charge and spin): 2.43 kcal/mol

Geometry (Å):
1 C 1.5659 -1.2072 -4.7058
2 C 1.1144 0.1674 -4.3298
3 H 1.7452 -1.2672 -5.7819
4 H 0.8187 -1.9649 -4.4315
5 H 2.4968 -1.4519 -4.1817
6 C 0.5349 1.0214 -5.1918
7 C 0.2441 0.7210 -6.6233
8 H 0.3141 2.0507 -4.8995
9 H 0.0491 -0.3435 -6.8156
10 H 1.0562 1.0521 -7.2873
11 H -0.6404 1.2955 -6.9203
12 Sm -0.1284 -0.9933 0.0695
13 Cl 2.3354 -1.2456 0.9830
14 Cl -2.3691 -2.5022 0.3010
15 C 0.8775 2.2467 0.8088
16 O 0.1107 1.2545 0.8434
17 N 0.4390 3.4911 0.9998
18 C -0.9851 3.6996 1.2573
19 C 1.2903 4.6728 0.9652
20 H 1.9565 2.1211 0.6235
21 H -1.4627 2.7223 1.3710
22 H -1.4512 4.2413 0.4199
23 H -1.1049 4.3032 2.1681
24 H 2.3141 4.3813 0.7129
25 H 1.2761 5.1761 1.9431
26 H 0.9281 5.3860 0.2119
27 H -1.2824 -0.9928 -3.3786
28 H -2.5335 1.5440 -4.3195
29 C -2.3008 -1.0356 -2.9652
30 C -3.3313 1.0945 -3.7051
31 N -2.7640 0.3037 -2.6188
32 H -2.3137 -1.6930 -2.0854
33 C -2.7380 0.8233 -1.3716
34 O -2.0943 0.3579 -0.4167
35 H -3.9348 1.8997 -3.2641
36 H -3.3348 1.7532 -1.2702
37 H -2.9706 -1.4343 -3.7363
38 H -3.9525 0.4498 -4.3366
39 O 0.5896 -0.3003 -2.0552
40 C 1.3401 0.5138 -2.8600
41 C -0.1604 2.5320 -2.5914
42 C 1.1279 2.0145 -2.5891
43 H -0.9866 1.8186 -2.7254
44 C -0.3748 3.9125 -2.5102
45 H 2.4023 0.3093 -2.6358
46 C 2.2233 2.8732 -2.4789
47 H -1.3965 4.2997 -2.4886
48 C 0.7251 4.7770 -2.4647
49 C 2.0228 4.2562 -2.4593
50 H 3.2291 2.4452 -2.4623
51 H 0.5677 5.8605 -2.4189
52 H 2.8840 4.9280 -2.4215
53 Si 0.4771 -5.1524 -0.5455
54 Cl 0.4795 -3.1972 -1.5443
55 C -1.2632 -5.6868 -0.1672
56 C 1.5718 -4.9704 0.9492
57 C 1.2169 -6.3664 -1.7624
58 H -1.9752 -4.8515 -0.1994
59 H -1.3053 -6.1233 0.8398
60 H -1.5681 -6.4604 -0.8855
61 H 0.5197 -6.5744 -2.5832
62 H 1.4197 -7.3173 -1.2450
63 H 2.1624 -5.9974 -2.1819
64 H 1.5744 -3.9574 1.3707
65 H 2.6029 -5.2111 0.6501
66 H 1.2655 -5.6866 1.7259
67 C -0.7212 -1.7321 7.0424
68 C -0.5547 -1.6223 5.5541
69 C 0.2619 -0.6345 4.9938
70 C 0.3579 -0.5464 3.6025
71 N -0.3246 -1.3442 2.7603
72 C -1.0518 -2.3282 3.3084
73 C -1.2206 -2.4918 4.6869
74 H 0.2505 -1.8218 7.5461
75 H -1.2206 -0.8392 7.4428
76 H -1.3277 -2.6087 7.2859
77 H 0.8192 0.0712 5.6091
78 H 1.0297 0.1669 3.1308
79 H -1.5501 -2.9891 2.6032
80 H -1.8785 -3.2786 5.0511

Here are the Mulliken charges for atoms 1 to 5, given in e:
1 C -1.626
2 C 0.282
3 H 0.507
4 H 0.163
5 H 0.332



No. 2
Here is C26H43Cl3N3O3SiSm as an isolated structure at a distorted geometry from OMol25. Energies are from ωB97M-V/def2-TZVPD.

Output
* HOMO energy (spin up / spin down): -8.25 / -8.26 eV
* F_max: 2.73 eV/A
* spin multiplicity: 6
* frontier orbital gap (spin up / spin down): 8.6 / 8.7 eV
* LUMO level (spin up / spin down): 0.33 / 0.46 eV
* total energy: -3734.80199 Eh
* relative energy (zero: lowest compared OMol25 entry of this formula, charge and spin): 11.69 kcal/mol

Geometry (Å):
1 C -1.5337 -2.4014 -4.0673
2 C -1.0690 -3.1358 -2.8566
3 H -1.6870 -3.0722 -4.9229
4 H -0.8012 -1.6276 -4.3505
5 H -2.4765 -1.8760 -3.8571
6 C -0.4351 -4.3253 -2.9316
7 C -0.1759 -5.0831 -4.1864
8 H -0.1072 -4.8443 -2.0374
9 H -0.0368 -4.4198 -5.0478
10 H -0.9679 -5.8089 -4.4345
11 H 0.7480 -5.6662 -4.0679
12 Sm 0.1766 0.9281 -1.1371
13 Cl -2.3850 1.4881 -0.4905
14 Cl 2.4128 2.0464 -2.0289
15 H 0.9135 5.0270 3.4080
16 H -1.1373 6.0881 2.7433
17 C 1.1315 4.6662 2.3976
18 C -0.9576 5.8019 1.6995
19 N -0.1207 4.6070 1.6541
20 H 1.5861 3.6743 2.4359
21 C -0.3863 3.6064 0.8200
22 O 0.3839 2.6394 0.6033
23 H -1.9114 5.6030 1.2016
24 H -1.3696 3.6822 0.3272
25 H 1.8203 5.3780 1.9249
26 H -0.4568 6.6477 1.2045
27 H 1.3296 -1.5336 -3.1778
28 H 2.5627 -4.2418 -1.9303
29 C 2.4166 -1.4704 -3.0374
30 C 3.3615 -3.4777 -1.8954
31 N 2.8083 -2.1299 -1.7909
32 H 2.7272 -0.4216 -3.0304
33 C 2.6793 -1.5509 -0.5868
34 O 2.0626 -0.4836 -0.3870
35 H 3.9959 -3.6760 -1.0229
36 H 3.1512 -2.1187 0.2458
37 H 2.9097 -2.0049 -3.8563
38 H 3.9606 -3.5589 -2.8158
39 O -0.5221 -1.2378 -1.5547
40 C -1.2740 -2.4001 -1.5516
41 C 0.2273 -3.6900 0.0258
42 C -1.0521 -3.2625 -0.3170
43 H 1.0675 -3.3492 -0.5943
44 C 0.4263 -4.5725 1.0973
45 H -2.3317 -2.0988 -1.5394
46 C -2.1474 -3.7064 0.4233
47 H 1.4399 -4.8854 1.3602
48 C -0.6839 -5.0599 1.7961
49 C -1.9744 -4.6160 1.4694
50 H -3.1398 -3.3394 0.1418
51 H -0.5464 -5.7773 2.6069
52 H -2.8459 -4.9854 2.0180
53 Si -0.5563 3.7514 -4.1198
54 Cl -0.6113 1.5625 -3.7280
55 C 1.1889 4.3900 -3.9880
56 C -1.7257 4.5380 -2.9071
57 C -1.0627 4.0925 -5.8850
58 H 1.7782 3.8633 -3.2217
59 H 1.1522 5.4549 -3.7187
60 H 1.7125 4.2886 -4.9501
61 H -0.2926 3.7041 -6.5654
62 H -1.1227 5.1813 -6.0430
63 H -2.0427 3.6620 -6.1305
64 H -1.7476 3.9951 -1.9549
65 H -2.7557 4.5708 -3.2907
66 H -1.4022 5.5715 -2.7148
67 N 0.1287 -0.6338 1.4605
68 C -0.2677 -0.6812 2.8033
69 C 0.2706 -1.6075 3.7251
70 C -0.1434 -1.5680 5.0576
71 C -1.0737 -0.6128 5.4824
72 C -1.6177 0.2911 4.5642
73 C -1.2275 0.2542 3.2267
74 H -0.2964 -1.3465 0.8633
75 H 1.1364 -0.6423 1.2979
76 H 0.9866 -2.3490 3.3635
77 H 0.2735 -2.2824 5.7712
78 H -1.3766 -0.5753 6.5336
79 H -2.3497 1.0335 4.8775
80 H -1.6309 0.9191 2.4617

Here are the Mulliken charges for atoms 1 to 5, given in e:
1 C -1.658
2 C 0.140
3 H 0.479
4 H 0.155
5 H 0.346



No. 3
Here is C26H43F5P2Sc as an isolated structure at a distorted geometry from OMol25. Energies are from ωB97M-V/def2-TZVPD.

Output
* HOMO energy: -11.43 eV
* F_max: 6.97 eV/A
* spin multiplicity: 1
* frontier orbital gap: 7.5 eV
* LUMO level: -3.95 eV
* total charge: +1
* total energy: -2958.96903 Eh

Geometry (Å):
1 Sc 0.0000 0.0000 0.0000
2 C 2.1523 -0.2942 0.5165
3 C 1.6510 0.9494 1.0731
4 C 0.4265 -0.8136 2.0004
5 C 1.3925 -1.3668 1.0624
6 C 0.6141 0.6069 2.0204
7 C 3.3451 -0.4333 -0.3808
8 H 3.5882 0.5118 -0.8729
9 H 3.1828 -1.1898 -1.1533
10 H 4.2268 -0.7341 0.2010
11 C 1.5634 -2.8258 0.7768
12 H 2.0777 -2.9850 -0.1745
13 H 0.5898 -3.3218 0.7197
14 H 2.1542 -3.3071 1.5678
15 C -0.5184 -1.6208 2.8358
16 H -0.0123 -2.0458 3.7137
17 H -0.9382 -2.4442 2.2495
18 H -1.3497 -1.0064 3.1935
19 C -0.0452 1.5631 2.9676
20 H 0.4625 1.5384 3.9412
21 H -1.0950 1.3081 3.1368
22 H 0.0053 2.5904 2.5981
23 C 2.2704 2.3042 0.9028
24 H 2.9647 2.5315 1.7246
25 H 1.5075 3.0880 0.8842
26 H 2.8340 2.3672 -0.0321
27 C -0.7587 2.8128 -7.0027
28 C 0.3891 3.4412 -6.7222
29 C 0.6652 4.9038 -6.4912
30 C -0.5421 5.8109 -6.1667
31 C -1.2824 5.3874 -4.9208
32 C -2.2416 4.4635 -4.7883
33 C -2.8841 3.5748 -5.8207
34 C -2.1420 3.3960 -7.1637
35 H 1.1895 5.3123 -7.3696
36 H -1.2094 5.8685 -7.0283
37 H 1.3857 4.9773 -5.6644
38 H -2.1164 4.3428 -7.7061
39 H -0.7057 1.7284 -7.1028
40 H 1.2774 2.8130 -6.6432
41 H -2.7373 2.7113 -7.7795
42 H -3.0191 2.5835 -5.3655
43 H -2.6331 4.3140 -3.7813
44 H -3.9026 3.9413 -6.0248
45 H -0.1584 6.8266 -6.0135
46 H -0.9634 5.8894 -4.0069
47 P 0.1777 0.5364 -2.1994
48 P -1.9245 1.1795 -0.1552
49 C -1.3659 1.3840 -2.8391
50 C -2.5422 1.0970 -1.9002
51 H -1.5761 1.0713 -3.8677
52 H -1.1509 2.4593 -2.8603
53 H -3.3782 1.7872 -2.0633
54 H -2.8959 0.0698 -2.0338
55 C -3.3747 0.6197 0.8215
56 H -3.2190 0.7573 1.8973
57 H -3.5610 -0.4396 0.6199
58 H -4.2384 1.1995 0.4863
59 C -1.9327 2.9954 0.1728
60 H -2.8174 3.4738 -0.2622
61 H -1.0309 3.4457 -0.2514
62 H -1.9284 3.1756 1.2508
63 C 0.4159 -0.8463 -3.3905
64 H 1.3010 -1.4447 -3.1470
65 H 0.5026 -0.4187 -4.3923
66 H -0.4717 -1.4860 -3.3688
67 C 1.4678 1.7170 -2.7850
68 H 1.4953 2.5856 -2.1214
69 H 1.2551 2.0491 -3.8075
70 H 2.4492 1.2360 -2.7716
71 F -1.9879 -1.7027 -1.7646
72 C -1.3055 -2.0936 -0.6739
73 F -2.2605 -2.3040 0.2972
74 C -0.8894 -3.5251 -1.1788
75 F -1.8427 -4.0173 -2.0623
76 F 0.3131 -3.4805 -1.8556
77 F -0.8673 -4.4872 -0.1813

Here are the Mulliken charges for atoms 1 to 5, given in e:
1 Sc -2.403
2 C 0.592
3 C 0.908
4 C 0.088
5 C 0.963



Q: What is the formula in the second record?
A: C26H43Cl3N3O3SiSm



Q: Number 3 is which compound?
A: C26H43F5P2Sc



Q: spin multiplicity of number 1 (C26H43Cl3N3O3SiSm)?
A: 6